This record from OMol25 describes an isolated molecule of C11H11I at a distorted geometry. The level of theory is ωB97M-V/def2-TZVPD.

The calculation puts the energy relative to the best compared isomer or geometry (same formula, charge and spin) at 31.2 kcal per mole. As for the structure (SMILES): C=C(I)/C(C)=C\c1ccccc1. The calculation puts the gap between HOMO and LUMO at 9.08 eV. Its spin multiplicity is 1. For the HOMO energy, the calculation gives -0.321 Eh. As for the charge: 0. The calculated total energy is -723.347660 a.u.

Each line ends with the Mulliken charge.
Cartesian coordinates (Å):
I 2.7901 -0.2906 -0.3923  0.072
H 1.0212 3.3503 -0.4131  0.381
H -0.9751 -0.5551 1.6297  0.503
C -0.5898 -1.1984 0.9413  -0.096
C 0.1326 2.9263 -0.8892  -1.670
H -1.5326 0.8024 -1.4412  0.531
H 0.1997 2.8373 -1.8985  0.429
C 1.4360 1.5109 1.6453  -0.947
H -0.7409 -2.7599 2.4452  0.265
C -0.3996 -1.9232 -1.3503  -0.293
C 1.3187 1.0873 0.4062  -0.217
C -0.7408 0.5649 -0.7892  -0.838
C -0.4955 -2.5375 1.3522  -0.530
C 0.2067 1.4619 -0.4515  0.680
H -0.1099 -4.5129 0.7564  0.470
H -0.8053 3.2694 -0.5613  0.401
C -0.6315 -0.8710 -0.4008  0.409
H 2.3420 1.3594 2.1597  0.378
H 0.8975 2.3431 1.8248  0.434
C -0.3188 -3.2123 -0.9220  -0.692
H -0.6340 -1.6351 -2.3891  0.330
H -0.4859 -3.8970 -1.6182  0.488
C -0.3059 -3.5449 0.4273  -0.489